The following is a quantum chemistry calculation of an isolated molecule of C4H7Br2OP in a non-equilibrium geometry, from the OMol25 dataset.

Last column: Löwdin charge in e.
Atoms and positions in Å:
O -2.8475 0.4157 1.9573  -0.388
P -1.8462 0.6359 0.9234  0.257
Br -2.1582 2.5339 -0.1363  0.432
C -0.0537 0.6641 1.3395  -0.289
C 0.5959 0.2684 0.0198  -0.268
C -0.1909 -0.9264 -0.5299  -0.302
C -1.6778 -0.5899 -0.4724  -0.851
Br -2.8020 -2.1253 -0.1324  0.685
H 0.1320 -0.0748 2.1229  0.103
H 0.2669 1.6401 1.7031  0.088
H 1.6452 0.0024 0.1539  0.115
H 0.5450 1.1055 -0.6810  0.096
H 0.1201 -1.1676 -1.5468  0.114
H 0.0082 -1.7984 0.0982  0.101
H -2.0583 -0.1216 -1.5116  0.108

Results
ΔE to the lowest compared entry with this formula, charge and spin in kcal per mole: 0.00
Total charge: 0
Largest force on an atom in eV/Å: 2.9
Molecular weight in Da: 261.88
SMILES string: O=[P@@]1(Br)CCC[C@H]1Br